[1]
Here is C3Li3O3 as an isolated structure from the Open Molecules 2025 dataset. Energies are from ωB97M-V/def2-TZVPD.

```
9
Properties=species:S:1:pos:R:3:forces:R:3
O -0.749 1.358 -2.035 -0.196 -0.213 -0.916
C -0.985 0.384 -1.372 2.006 1.640 1.871
O -1.865 -0.173 -0.775 0.044 -1.044 -0.103
Li -1.395 -1.287 0.782 0.707 0.457 -0.023
Li 1.301 1.748 -1.685 -0.701 -0.914 0.286
C 0.916 -0.016 -0.584 0.435 1.043 -1.370
C 1.028 -0.127 0.658 -2.782 -0.992 -0.873
O 0.549 -0.530 1.752 0.810 -0.134 1.548
Li 1.201 -1.357 3.258 -0.322 0.157 -0.421
```
Forces are in eV/Å.

- Spin multiplicity: 2
- Total energy: -362.5869 a.u.


[2]
Here is a 2-piece molecular cluster, C3N2O2 overall from the Open Molecules 2025 dataset. Energies are from ωB97M-V/def2-TZVPD.

```
7
Properties=species:S:1:pos:R:3:forces:R:3
C 0.559 0.228 1.568 -0.365 1.413 0.525
C 0.390 0.363 -2.124 0.049 0.665 -0.726
C -0.772 -1.006 0.284 -0.894 -0.790 -1.426
N 0.636 0.990 2.441 0.358 -1.125 -0.799
N 0.293 -0.467 0.441 2.016 0.969 2.028
O 0.586 1.421 -2.468 -0.059 -0.566 0.268
O -1.692 -1.529 -0.142 -1.106 -0.567 0.129
```
Forces are in eV/Å.

- ΔE to the lowest compared entry with this formula, charge and spin: 0.878 eV
- Spin multiplicity: 1
- Total energy: -374.2734 a.u.